ORCA calculation (wB97M-V/def2-TZVPD) on an isolated molecule of C4H7IO.

Geometry as ORCA input:
```
! wB97M-V def2-TZVPD RIJCOSX def2/J DEFGRID3
* xyz 0 1
C -0.02250 -1.33970 -0.32796
C -0.14415 -0.75227 1.07138
O 1.02381 -0.13022 1.60211
C -0.08833 0.69756 1.28749
C 0.15921 1.62135 0.10978
I -1.12555 1.59767 2.92120
H 0.91315 -0.86244 -0.85482
H -0.81657 -1.05440 -1.01176
H 0.22126 -2.39399 -0.16648
H -0.68483 -1.27476 1.78437
H -0.52196 2.66732 0.15595
H -0.08293 1.15194 -0.85943
H 1.27844 1.86864 0.12685
*
```

Properties
Highest occupied orbital energy (eV): -9.5
LUMO energy (hartree): 0.021
Relative energy (zero: lowest compared OMol25 entry of this formula, charge and spin) (eV): 1.434

ORCA calculation (wB97M-V/def2-TZVPD) on a cluster of 2 separate species, C2H7S3 in total.

Geometry as ORCA input:
```
! wB97M-V def2-TZVPD RIJCOSX def2/J DEFGRID3
* xyz -1 1
C 1.13842 1.30914 -1.23907
S 1.53252 -0.34072 -1.91162
H 1.06044 2.04071 -2.04106
H 0.19848 1.17804 -0.67418
H 1.90066 1.66154 -0.57570
C -1.21010 -0.31642 1.62540
S -0.33177 -1.96217 1.23297
S -1.10533 -2.31336 -0.66768
H -1.11798 -0.10535 2.76297
H -2.20655 -0.43724 1.33025
H -0.73704 0.47513 1.15013
H 0.87825 -1.18929 -0.99241
*
```

Properties
Highest occupied orbital energy (eV): -2.5
LUMO energy (hartree): 0.131
Relative energy (zero: lowest compared OMol25 entry of this formula, charge and spin) (eV): 0.677

ORCA calculation (wB97M-V/def2-TZVPD) on an isolated molecule of CH3N5.

Geometry as ORCA input:
```
! wB97M-V def2-TZVPD RIJCOSX def2/J DEFGRID3
* xyz 0 1
N -1.71562 0.01973 0.27133
C -0.37000 -0.08933 0.08830
N 0.15568 1.02272 -0.49948
N 1.43348 0.86278 -0.49949
N 1.64813 -0.30363 0.04368
N 0.54916 -0.97090 0.43893
H -2.36190 -0.75198 0.27110
H -1.92869 0.85148 -0.26595
H 2.58976 -0.64087 0.15158
*
```

Properties
Highest occupied orbital energy (eV): -9.2
LUMO energy (hartree): 0.043
Relative energy (zero: lowest compared OMol25 entry of this formula, charge and spin) (eV): 0.237